{"formula": "C34H21Cl6N2O6Rb", "method": "ωB97M-V with the def2-TZVPD basis set", "e_above_lowest_kcal_mol": 18.65, "total_charge": -2, "lumo_ev": 3.788, "homo_ev": -2.93, "total_energy_ha": -4654.5878, "species": ["Rb", "C", "C", "N", "C", "C", "C", "C", "C", "C", "C", "C", "C", "N", "C", "H", "H", "H", "H", "H", "H", "H", "H", "Cl", "C", "C", "C", "Cl", "C", "Cl", "C", "Cl", "C", "Cl", "C", "C", "C", "C", "Cl", "C", "C", "C", "O", "C", "C", "O", "O", "H", "H", "H", "H", "H", "H", "H", "H", "O", "C", "C", "C", "C", "C", "C", "C", "O", "O", "H", "H", "H", "H", "H"], "positions_angstrom": [[0.623, 1.028, 0.501], [-3.606, 0.840, 3.570], [-2.556, 1.143, 2.685], [-2.427, 0.566, 1.509], [-3.343, -0.344, 1.133], [-4.428, -0.708, 1.940], [-4.539, -0.083, 3.193], [-5.368, -1.697, 1.483], [-5.215, -2.295, 0.286], [-4.107, -1.955, -0.569], [-3.898, -2.580, -1.809], [-2.816, -2.230, -2.567], [-1.951, -1.239, -2.076], [-2.124, -0.630, -0.925], [-3.179, -0.986, -0.166], [-3.664, 1.345, 4.526], [-1.832, 1.914, 2.928], [-5.366, -0.345, 3.845], [-6.201, -1.958, 2.129], [-5.919, -3.047, -0.053], [-4.592, -3.344, -2.143], [-2.610, -2.708, -3.515], [-1.074, -0.948, -2.647], [1.817, 1.833, -2.446], [3.453, 1.509, -1.814], [3.569, 1.147, -0.492], [4.862, 0.902, -0.088], [5.142, 0.424, 1.605], [5.982, 0.993, -0.916], [7.588, 0.659, -0.333], [5.802, 1.359, -2.250], [7.161, 1.489, -3.322], [4.513, 1.624, -2.709], [4.267, 2.074, -4.374], [2.160, -1.949, -2.289], [3.242, -2.997, -2.399], [3.846, -3.179, -3.647], [4.763, -4.183, -3.888], [5.468, -4.362, -5.489], [5.118, -5.058, -2.879], [4.553, -4.880, -1.631], [3.640, -3.858, -1.358], [3.226, -3.858, -0.075], [2.724, -2.699, 0.608], [1.206, -2.533, 0.631], [0.500, -3.403, 0.085], [0.858, -1.489, 1.247], [1.973, -1.519, -3.275], [2.433, -1.129, -1.627], [1.238, -2.394, -1.912], [3.567, -2.513, -4.456], [5.830, -5.853, -3.062], [4.821, -5.533, -0.809], [3.202, -1.787, 0.250], [3.038, -2.841, 1.641], [-0.599, 6.117, -0.653], [-1.214, 5.070, -1.294], [-1.604, 5.161, -2.625], [-2.219, 4.082, -3.251], [-2.451, 2.916, -2.536], [-2.067, 2.847, -1.200], [-1.440, 3.910, -0.563], [-0.976, 3.744, 0.878], [0.234, 3.440, 1.010], [-1.858, 3.868, 1.754], [-0.405, 6.795, -1.307], [-1.413, 6.078, -3.177], [-2.503, 4.156, -4.294], [-2.918, 2.060, -3.011], [-2.238, 1.936, -0.636]], "atomic_forces_ev_per_a": [[0.0950, -0.8875, -0.1392], [0.0417, 0.0384, 0.0313], [-0.0661, -0.0361, -0.0947], [-0.0007, 0.1138, 0.0841], [0.2289, -0.0164, -0.1308], [-0.1295, -0.0827, 0.0276], [-0.0811, -0.0611, 0.0197], [0.0362, 0.0820, 0.0874], [0.0652, 0.0018, -0.1225], [-0.1138, -0.1065, 0.0422], [-0.0712, -0.0508, 0.0033], [0.0598, -0.0068, -0.0234], [0.0303, 0.0128, 0.1135], [0.0020, -0.0096, -0.0365], [0.1687, 0.1110, 0.0460], [0.0073, 0.0061, -0.0142], [-0.0074, -0.0118, -0.0186], [-0.0006, 0.0019, -0.0016], [0.0315, 0.0182, -0.0042], [0.0282, 0.0095, -0.0070], [-0.0042, -0.0015, 0.0012], [0.0045, 0.0125, 0.0051], [-0.0266, 0.0235, 0.0003], [0.0661, 0.0472, -0.1690], [-0.0078, -0.0442, 0.0039], [0.1585, -0.0502, -0.1191], [0.0759, -0.0169, -0.0098], [-0.0138, 0.0260, -0.1086], [-0.0049, -0.0211, 0.0703], [-0.0196, 0.0168, -0.0406], [-0.0340, 0.0091, 0.0516], [-0.0587, -0.0092, 0.0538], [-0.0610, 0.0128, -0.0830], [0.0524, -0.0172, 0.0531], [0.0403, -0.0396, 0.0047], [-0.0154, 0.0312, -0.1011], [-0.0816, 0.0486, 0.0121], [-0.0092, 0.0259, -0.0022], [-0.0494, 0.0166, 0.1036], [0.0150, -0.0357, 0.0045], [0.1282, -0.0581, -0.0444], [-0.0145, 0.0795, 0.1520], [-0.0891, -0.0438, -0.0568], [0.3126, -0.0284, -0.0933], [-0.5416, 0.0011, 0.0347], [0.0933, 0.2701, 0.1041], [0.0199, -0.6952, -0.1014], [0.0161, 0.0037, 0.0163], [0.0049, 0.0184, 0.0218], [0.0434, -0.0065, 0.0410], [0.0048, -0.0261, 0.0298], [-0.0172, 0.0135, 0.0033], [-0.0108, 0.0219, -0.0233], [0.0248, -0.0037, -0.0468], [0.0647, 0.0248, 0.0484], [-0.0440, 0.0209, -0.0992], [0.0437, 0.0310, -0.0251], [-0.0177, -0.0175, -0.0103], [0.0368, 0.0004, 0.0722], [0.0321, 0.0859, 0.0109], [-0.0272, -0.0451, -0.0169], [-0.0521, -0.1025, -0.1372], [-0.0295, 0.2182, 0.3205], [-0.5462, 1.0054, 0.2838], [0.2030, 0.0430, -0.0902], [0.0157, -0.0001, 0.0173], [-0.0061, -0.0204, 0.0086], [0.0011, 0.0075, -0.0007], [0.0034, 0.0091, 0.0088], [-0.0037, 0.0318, -0.0211]]}

=====

{"formula": "C29H22GeN3O6PdS", "method": "ωB97M-V with the def2-TZVPD basis set", "s_squared": 0.75, "e_above_lowest_kcal_mol": 0.00, "total_charge": 0, "lumo_ev": [-1.332, -1.335], "homo_ev": [-8.06, -7.92], "total_energy_ha": -4336.9839, "spin_multiplicity": 2, "species": ["Pd", "O", "N", "O", "C", "C", "C", "C", "C", "C", "N", "C", "C", "N", "C", "C", "C", "C", "H", "H", "H", "H", "H", "H", "H", "O", "S", "O", "O", "O", "C", "Ge", "C", "C", "C", "C", "C", "C", "C", "C", "C", "C", "C", "C", "C", "C", "C", "C", "H", "H", "H", "H", "H", "H", "H", "H", "H", "H", "H", "H", "H", "H", "H"], "positions_angstrom": [[0.869, 0.610, 0.743], [-0.017, 4.748, 6.689], [1.120, 4.357, 6.529], [2.046, 4.619, 7.259], [1.427, 3.549, 5.298], [2.716, 3.229, 5.155], [3.174, 2.482, 4.019], [4.528, 2.155, 3.840], [4.895, 1.458, 2.720], [3.903, 1.108, 1.792], [2.631, 1.407, 1.952], [2.258, 2.077, 3.061], [0.848, 2.385, 3.241], [0.004, 1.906, 2.293], [-1.273, 2.195, 2.379], [-1.804, 2.957, 3.425], [-0.978, 3.421, 4.408], [0.407, 3.144, 4.341], [3.425, 3.553, 5.905], [5.254, 2.454, 4.585], [5.921, 1.175, 2.536], [4.161, 0.557, 0.891], [-1.904, 1.807, 1.592], [-2.865, 3.164, 3.450], [-1.377, 3.998, 5.221], [4.084, -1.195, -0.672], [2.647, -1.107, -0.693], [2.059, -2.144, -1.723], [2.125, 0.194, -1.173], [1.994, -1.479, 0.575], [-0.094, -3.842, -0.696], [0.193, -2.154, -1.564], [-0.776, -0.715, -0.641], [-1.569, -1.121, 0.446], [-2.759, -0.472, 0.749], [-3.170, 0.609, -0.021], [-2.368, 1.071, -1.056], [-1.191, 0.405, -1.374], [-0.256, -1.962, -3.441], [0.638, -1.281, -4.226], [0.412, -1.114, -5.614], [-0.698, -1.645, -6.197], [-1.659, -2.342, -5.422], [-2.833, -2.880, -6.011], [-3.769, -3.516, -5.252], [-3.582, -3.634, -3.855], [-2.459, -3.134, -3.267], [-1.447, -2.489, -4.030], [-1.142, -4.058, -0.499], [0.462, -3.812, 0.241], [0.319, -4.625, -1.332], [-1.267, -1.982, 1.032], [-3.370, -0.820, 1.573], [-4.115, 1.095, 0.189], [-2.677, 1.926, -1.643], [-0.605, 0.725, -2.227], [1.545, -0.878, -3.791], [1.137, -0.574, -6.211], [-0.867, -1.538, -7.262], [-2.976, -2.768, -7.079], [-4.660, -3.923, -5.712], [-4.339, -4.120, -3.252], [-2.340, -3.216, -2.195]], "atomic_forces_ev_per_a": [[-0.4300, 0.8515, 0.3858], [-0.0652, -0.0839, 0.1167], [0.0156, 0.0087, -0.8051], [0.0202, -0.0233, 0.2868], [-0.6626, 0.1744, 0.3025], [0.5820, -0.2546, -0.2564], [0.0994, 0.3092, 0.5081], [0.0982, -0.0586, -0.0691], [-0.0449, 0.0645, 0.0726], [0.0494, -0.1452, -0.2633], [-0.2150, -0.0664, 0.0986], [-0.3490, -0.0675, -0.2473], [0.1684, -0.1285, -0.1661], [0.1387, 0.0053, 0.0333], [-0.2347, 0.1140, 0.0901], [-0.0230, -0.1133, -0.1880], [0.2504, 0.0260, 0.1084], [-0.0242, 0.0787, 0.1615], [-0.0146, -0.0381, -0.0570], [0.0004, -0.0016, -0.0129], [-0.0031, 0.0014, -0.0101], [-0.0123, 0.0265, 0.0718], [0.0229, 0.0326, 0.0593], [0.0056, 0.0024, -0.0016], [0.0107, 0.0404, 0.0777], [-0.3095, -0.1106, -0.2119], [0.3344, -0.2577, -0.2568], [-0.3421, 0.2730, 0.2147], [0.2427, -0.0941, 0.1791], [0.2649, -0.1706, 0.0842], [-0.0078, -0.2007, 0.0816], [0.5790, 0.0486, -0.2857], [-0.2198, -0.3621, -0.1206], [0.0064, 0.0979, 0.1050], [0.0560, 0.0110, -0.0023], [-0.0372, -0.0253, -0.0286], [0.0341, 0.0050, 0.0082], [0.0595, 0.1929, 0.0937], [-0.0670, -0.1131, -0.1949], [0.0288, -0.0274, -0.1552], [0.0458, 0.0152, 0.0986], [-0.0570, -0.0286, -0.0319], [-0.0258, -0.0010, -0.0526], [0.0822, 0.0549, 0.0139], [-0.0224, -0.0320, 0.0995], [-0.0535, -0.0070, -0.1047], [0.1348, 0.0651, -0.0630], [-0.0780, 0.0830, 0.1257], [-0.0039, -0.0086, 0.0249], [-0.0045, -0.0548, 0.0047], [-0.0045, -0.0309, 0.0401], [-0.0204, -0.0207, -0.0194], [0.0000, -0.0013, -0.0055], [0.0044, 0.0041, 0.0036], [-0.0036, -0.0078, -0.0043], [-0.0040, -0.0126, -0.0201], [-0.0222, -0.0175, 0.0067], [0.0069, -0.0029, 0.0117], [-0.0085, 0.0016, 0.0062], [0.0162, -0.0033, 0.0041], [-0.0005, 0.0038, 0.0065], [-0.0007, 0.0008, -0.0027], [0.0136, -0.0206, 0.0512]]}

=====

{"formula": "C4H7NO", "method": "ωB97M-V with the def2-TZVPD basis set", "e_above_lowest_kcal_mol": 69.90, "total_charge": 0, "smiles": "CC[C@H](O)C#N", "lumo_ev": 0.750, "homo_ev": -11.12, "total_energy_ha": -286.5203, "species": ["C", "C", "C", "O", "C", "N", "H", "H", "H", "H", "H", "H", "H"], "positions_angstrom": [[-1.662, -0.163, 0.062], [-0.290, -0.610, -0.250], [0.667, 0.249, 0.478], [0.390, 1.466, -0.078], [2.076, -0.047, 0.172], [3.124, -0.300, -0.155], [-1.745, -0.649, 1.071], [-1.479, 1.058, 0.035], [-2.483, -0.472, -0.787], [0.025, -1.590, 0.143], [-0.069, -0.474, -1.277], [0.595, 0.221, 1.549], [0.849, 1.312, -0.964]], "atomic_forces_ev_per_a": [[-1.3703, 1.5384, -0.8387], [1.1897, -2.7112, 0.7025], [0.9308, -0.1589, -0.0029], [2.1230, 2.9950, -1.9767], [-2.3863, -0.2267, 0.8390], [2.7379, -0.5305, -0.7897], [-1.4134, 1.0534, -0.7259], [-1.5816, -3.2444, 0.4777], [2.0048, 0.6101, 2.5473], [-0.9177, -0.5760, -0.9108], [0.4495, -0.4513, -1.2124], [-0.5857, 0.2875, 0.6110], [-1.1808, 1.4144, 1.2797]]}